19
Properties=species:S:1:pos:R:3:lowdin_charge:R:1 method="wB97M-V/def2-TZVPD" smiles="CCOP(=O)(Cl)Cl.CC#[N+][O-]" homo_ha=-0.35253 relative_energy_kj_mol=0.00 multiplicity=1 total_charge=0
C 2.440 -2.824 0.591 -0.009
C 2.975 -4.162 0.445 -0.063
C -1.546 3.469 0.122 -0.047
C -1.598 2.643 -1.222 -0.205
N 2.425 -1.707 0.964 -0.149
O -3.146 0.368 -0.085 -0.347
O -0.885 1.345 -1.067 -0.361
O 2.202 -0.591 1.275 -0.036
P -1.701 0.202 -0.198 -0.146
Cl -0.750 -0.196 1.498 0.438
Cl -1.119 -1.353 -1.391 0.340
H 3.165 -4.379 -0.589 0.076
H 3.950 -4.328 0.824 0.070
H 2.417 -4.910 0.931 0.065
H -1.801 2.789 0.846 0.017
H -0.723 3.983 0.420 0.037
H -2.426 4.126 0.191 0.092
H -1.228 3.121 -2.208 0.144
H -2.648 2.404 -1.348 0.083